# 1
DFT (the ωB97M-V functional and the def2-TZVPD basis) results for a molecular structure, C9H25BF4NOSi2.

Structure (XYZ):
```
43
C9H25BF4NOSi2 | OMol25 | the ωB97M-V functional and the def2-TZVPD basis
C -3.51936 4.48048 2.37866
C -2.47262 3.21324 2.35004
C -1.30436 3.34594 1.16754
C -1.33358 1.91865 0.31518
C -0.26711 1.86655 -0.92905
C -0.64036 0.53050 -1.82148
C 0.19948 -0.83158 -1.33425
C -0.88643 -1.78029 -0.55551
Si -0.23715 -3.51814 -0.04051
O 1.46228 -3.81193 -0.37562
Si 2.41753 -3.85055 1.13334
C 3.47912 -5.46375 1.31530
N 4.66505 -5.31385 2.26707
H -3.98528 4.75925 1.34099
H -4.43510 4.13603 3.06216
H -3.09075 5.45572 2.88300
H -3.12056 2.24770 2.11585
H -1.99903 3.15602 3.44202
H -0.27170 3.52378 1.71989
H -1.58999 4.20999 0.42954
H -1.23373 0.97960 1.01015
H -2.42316 1.85681 -0.16377
H 0.85892 1.90801 -0.60397
H -0.45985 2.81643 -1.62569
H -0.54147 0.72495 -2.98353
H -1.80216 0.33315 -1.63174
H 1.13318 -0.51378 -0.66577
H 0.63221 -1.39625 -2.27841
H -1.84766 -1.84202 -1.25472
H -1.22107 -1.21045 0.43390
H -0.50734 -3.64766 1.41434
H -1.14833 -4.50214 -0.67984
H 3.27163 -2.63811 1.06470
H 1.52098 -3.79805 2.31496
H 2.83488 -6.35880 1.74951
H 3.90336 -5.78341 0.25456
H 5.20572 -4.43537 2.02980
H 4.25931 -5.11296 3.21442
B 0.89892 2.86927 -4.49262
F 1.50799 3.08218 -3.18976
F 1.19902 3.99812 -5.35826
F 1.43018 1.65136 -5.08268
F -0.54160 2.74533 -4.33972
```

Net charge: -1
HOMO energy: -7.328 eV
LUMO level: 2.30 eV

***

# 2
DFT (the ωB97M-V functional and the def2-TZVPD basis) results for a molecular structure, C9H25ClIInN2OP2S.

Structure (XYZ):
```
43
C9H25ClIInN2OP2S | OMol25 | the ωB97M-V functional and the def2-TZVPD basis
C -0.66773 -2.50429 -0.13681
C -0.74893 -1.44450 0.92479
H -1.20008 -3.42973 0.19616
H 0.36928 -2.84435 -0.38413
H -1.09690 -2.26174 -1.14053
O -1.48277 -1.53070 1.89099
I 1.54205 2.28340 0.12473
In 1.29991 -0.50123 -2.84370
P -1.68815 0.37558 -1.64123
C -3.17655 1.04536 -0.68122
C -1.92689 1.62377 -3.03625
H -3.02072 1.62031 -3.30796
H -3.55647 -0.40903 -2.97453
H -1.28840 1.38998 -3.93723
H -2.15804 -1.53422 -3.18007
H -2.88539 1.97561 -0.16470
H -1.63513 2.61167 -2.66774
C -2.73134 -0.92245 -2.45920
H -4.03618 1.22552 -1.36120
H -3.15001 -1.56572 -1.66994
H -3.45525 0.30345 0.08438
P 2.00027 -0.90183 0.52056
C 2.19057 -0.60548 2.37039
C 2.48158 -2.68177 0.70412
H 4.16963 -0.58636 -0.76098
H 4.40581 -1.00182 1.03506
H 3.88708 0.68031 0.48148
C 3.81102 -0.39526 0.28793
H 2.59186 -3.17678 -0.28114
H 3.44646 -2.67208 1.24502
H 3.09102 -1.21293 2.66318
H 1.25944 -0.92051 2.88131
H 1.72996 -3.20802 1.31326
H 2.34213 0.48003 2.57985
Cl 1.95612 -1.82069 -4.64155
N -0.94765 3.54349 1.39479
C -0.53112 2.43404 2.09237
N 0.22613 2.63174 3.18628
S -0.86303 0.75475 1.94636
H -0.57653 4.40958 1.83262
H -0.82594 3.50636 0.31052
H 0.39434 1.69056 3.64211
H 0.45451 3.54595 3.56184
```

Net charge: +2
HOMO energy (spin up / spin down): -15.227 / -15.072 eV
Energy above the lowest of the compared OMol25 structures with the same formula, charge and spin: 0.0 kJ/mol
LUMO level (spin up / spin down): -10.00 / -9.62 eV

***

# 3
DFT (the ωB97M-V functional and the def2-TZVPD basis) results for 3 unconnected molecules or ions with the total composition C9H25N7O7P2.

Structure (XYZ):
```
50
C9H25N7O7P2 | OMol25 | the ωB97M-V functional and the def2-TZVPD basis
C -1.11679 3.41179 1.13704
C -0.31580 3.09969 0.13564
C -0.40133 1.76660 -0.56460
C 0.83612 0.84406 -0.46580
O 0.49763 -0.51157 -0.18035
C 0.11266 -1.32953 -1.24858
C -1.21547 -1.00338 -1.90734
O -2.22186 -0.82992 -0.92720
C -3.33451 -1.69319 -1.09843
O -0.02356 -2.66363 -0.72882
N -0.21347 -2.73056 0.72023
O -1.16396 -3.33874 0.96170
P 1.83914 1.09070 -1.99577
N 1.04232 1.27513 -3.34519
P 1.96797 1.39850 1.04496
N 2.10990 -0.09606 1.86491
O 3.49335 1.46480 0.43082
H -1.88414 2.69334 1.40106
H -0.99703 4.32431 1.70150
H 0.39743 3.83487 -0.22381
H -0.56632 1.98898 -1.62499
H -1.25301 1.24020 -0.13869
H 0.90779 -1.41913 -1.99607
H -1.45538 -1.87987 -2.51592
H -1.14492 -0.14889 -2.58461
H -3.85700 -1.74388 -0.14152
H -4.02155 -1.29058 -1.84727
H -3.02436 -2.70877 -1.34603
H 2.70879 -0.01916 -2.00982
H 2.60623 2.22202 -1.71320
H 1.26010 0.53483 -4.00206
H 1.45789 -0.14606 2.63834
H 3.05871 -0.13270 2.24048
H 3.88600 0.59547 0.25565
C -5.46186 1.65806 1.26060
O -6.05470 2.70609 1.43071
N -4.64104 1.43879 0.18713
N -5.56535 0.60611 2.13503
H -4.13876 0.58528 0.03309
H -4.53650 2.18859 -0.47032
H -6.15718 0.73278 2.93368
H -5.08269 -0.26344 2.01603
C 5.11822 -1.94334 1.48855
O 4.87342 -1.29382 2.49272
N 4.15108 -2.18707 0.54757
N 6.35168 -2.46708 1.23360
H 4.31123 -2.72401 -0.28353
H 3.22434 -1.83290 0.74035
H 7.07039 -2.29859 1.91217
H 6.56615 -3.00510 0.41636
```

Net charge: 0
HOMO energy: -8.203 eV
LUMO level: -0.10 eV
SMILES: C=CC[C@@](O[C@H](COC)ON=O)([PH2]=N)P(N)O.NC(N)=O.NC(N)=O

***

Energy, respectively: -40583.8089 -69955.3402 -53075.9115 eV.